# 1
Below is C8H10O as an isolated structure, with properties calculated with ωB97M-V with the def2-TZVPD basis set.

```
19
Properties=species:S:1:pos:R:3:forces:R:3
C -2.5529 -0.4994 -0.1515 0.2333 1.3354 -1.9653
C -1.9583 -1.4462 0.7667 -0.0362 -0.1794 -0.3663
C 0.4432 -1.0869 0.0925 -1.6629 2.1192 -0.3231
C -0.0515 1.3600 1.0414 1.0239 1.3652 -0.5080
O -3.6989 -0.2118 -0.4178 -0.2802 -1.0542 0.9900
H 0.1084 2.4747 0.9621 0.7795 -1.0172 -0.1573
H 2.2236 -0.7765 -1.1099 -1.2915 -1.8594 0.3949
H 1.3656 -2.5581 -1.0077 1.0285 0.8175 -0.2562
C 1.6941 -1.6175 -0.4962 0.9510 0.4956 -0.8946
H -2.1816 1.3923 -0.8123 1.3111 -1.1167 -0.5898
H -1.5131 0.0101 -1.9143 0.0481 0.8999 0.9166
C -1.5314 0.4417 -0.8655 -1.2685 0.9500 -1.1298
H -2.5402 -1.6346 1.6191 -0.3698 -0.3674 1.3149
H 2.5256 -1.8706 0.2029 -1.0322 0.0117 0.0628
C -0.6563 -1.5767 0.6075 1.6700 0.5473 -0.3724
H 0.5510 1.1894 -1.1255 -0.9488 -1.3322 1.2994
H -0.9725 1.4602 1.5703 -0.9604 -1.0259 0.4686
C -0.1528 0.6966 -0.3484 1.6520 -1.7993 1.5176
H 0.7249 0.8100 1.6419 -0.8470 1.2098 -0.4020
```
Positions in Å, forces in eV/Å.

Results
Energy above the lowest of the compared OMol25 structures with the same formula, charge and spin, kcal per mole: 108.9
Gap between HOMO and LUMO (alpha / beta), eV: 7.9 / 7.9
Total charge: 0

Results of the natural (NBO) charge analysis, in e, for atoms 1 through 8: atom 1 (C): 0.569, atom 2 (C): -0.443, atom 3 (C): -0.061, atom 4 (C): -0.659, atom 5 (O): -0.538, atom 6 (H): 0.217, atom 7 (H): 0.232, atom 8 (H): 0.235

# 2
Below is C8H10O in the gas phase, with properties calculated with ωB97M-V with the def2-TZVPD basis set.

```
19
Properties=species:S:1:pos:R:3:forces:R:3
H -1.3737 -0.3817 -2.4910 -0.1889 -0.5195 0.0498
H -2.5185 -1.1692 -1.3199 -1.7311 -0.1626 -0.5521
C -1.0980 -0.9185 2.0819 -0.5855 -2.5439 2.1023
C 1.5932 1.6355 1.3304 0.4329 0.4893 3.1201
H 0.9004 -1.4566 -0.0417 0.3146 -2.0683 0.1180
H -1.1959 0.8429 -0.3310 0.3582 -0.7086 -0.4787
C 0.5891 -0.4758 -0.1392 -1.1133 3.7039 1.9526
C 0.8607 0.3530 1.3113 0.2022 -1.5667 -2.2171
H -1.4103 -1.8334 2.7519 0.7549 1.9976 -1.2512
O -2.9621 -1.1263 0.5290 -0.1159 -0.3237 1.6868
C 0.0837 -0.3163 2.0830 -1.4268 -0.1273 0.9472
H 1.2098 2.3597 2.1728 0.3581 -1.1919 -1.8819
H 1.5176 2.0120 0.3388 0.2688 0.9251 -0.5834
C -1.8354 -0.7946 0.8201 0.2247 0.8888 -1.2274
C -0.9660 -0.2552 -0.3701 0.9354 0.0059 0.7306
C -1.5284 -0.9813 -1.5854 2.5636 0.3611 -0.2619
H 2.6709 1.4740 1.6580 -1.1325 0.0747 -0.8566
H -1.0039 -1.9618 -1.6185 -0.2874 0.5470 -0.4501
H 1.2288 0.0462 -0.8169 0.1682 0.2193 -0.9468
```
Positions in Å, forces in eV/Å.

Results
SMILES string: CC1=C=CC(=O)[C@H](C)C1
Energy above the lowest of the compared OMol25 structures with the same formula, charge and spin, kcal per mole: 86.0
Gap between HOMO and LUMO, eV: 8.8
Total charge: 0

Results of the natural (NBO) charge analysis, in e, for atoms 1 through 8: atom 1 (H): 0.208, atom 2 (H): 0.254, atom 3 (C): -0.445, atom 4 (C): -0.652, atom 5 (H): 0.215, atom 6 (H): 0.221, atom 7 (C): -0.346, atom 8 (C): -0.030

# 3
Below is C8H10O in the gas phase, with properties calculated with ωB97M-V with the def2-TZVPD basis set.

```
19
Properties=species:S:1:pos:R:3:forces:R:3
H -3.1244 -0.7986 0.1798 -0.7156 0.3680 0.2132
H 1.1115 2.1314 0.5131 1.9461 1.1166 0.0243
H -3.2967 0.9913 0.2715 0.2950 -0.4812 -0.5787
C -2.7703 0.1568 -0.2388 -2.2620 -2.0776 -0.4663
H 3.2091 1.0113 0.4296 -0.0208 -1.8211 -0.6737
C -0.6143 1.3392 0.0123 0.6435 -1.5643 -0.7402
C -1.3367 0.0639 0.1054 -0.2363 3.0140 -2.8737
H -3.0962 -0.0055 -1.3461 1.0862 0.9834 1.7483
C 2.8761 -0.0275 0.0262 1.1074 1.7074 2.3374
H -1.2157 2.2214 -0.2219 0.6928 -0.0049 0.3365
C 0.7193 1.2054 0.2398 -3.2923 1.7337 0.1775
C -0.6116 -1.2708 -0.0291 0.4604 -1.0400 -0.4741
H 3.2949 -0.1385 -0.9939 -0.4371 -0.1706 0.6446
C 0.8201 -1.1551 -0.2658 0.0330 -3.0464 -0.2749
O -0.8841 -0.6001 1.1723 -1.5542 -2.5186 3.1331
C 1.3700 -0.0284 0.1560 3.0463 -0.3014 -1.9188
H 1.5151 -2.0545 -0.5584 -1.7293 1.8135 0.3892
H -1.1945 -2.2281 -0.2156 0.7211 1.3786 0.1656
H 3.2283 -0.8136 0.7636 0.2157 0.9109 -1.1694
```
Positions in Å, forces in eV/Å.

Results
SMILES string: CC1=C[C@H]2O[C@@]2(C)C=C1
Energy above the lowest of the compared OMol25 structures with the same formula, charge and spin, kcal per mole: 81.5
Gap between HOMO and LUMO, eV: 9.2
Total charge: 0

Results of the natural (NBO) charge analysis, in e, for atoms 1 through 8: atom 1 (H): 0.220, atom 2 (H): 0.214, atom 3 (H): 0.222, atom 4 (C): -0.643, atom 5 (H): 0.205, atom 6 (C): -0.174, atom 7 (C): 0.166, atom 8 (H): 0.232